# 1
Here is C5H8O3S as an isolated structure at a distorted geometry from the Open Molecules 2025 dataset. Energies are from the ωB97M-V functional and the def2-TZVPD basis.

## Properties
highest occupied orbital energy = -9.94 eV
energy above the lowest of the compared OMol25 structures with the same formula, charge and spin = 168.2 kJ/mol
electronic energy = -819.16857 a.u.

ORCA input file:
```
! wB97M-V def2-TZVPD RIJCOSX def2/J DEFGRID3
* xyz 0 1
C 1.87348 1.39090 -0.14714
C 1.21406 0.14122 0.25011
C 0.65463 0.26533 1.62913
C -0.81914 0.23430 -1.19941
C 0.38998 -0.55088 -0.78045
O 1.56911 2.49644 -0.27068
O 3.11717 -1.66879 -0.61909
O 3.27563 0.93591 -0.34181
S 3.03148 -0.61829 0.36431
H 0.05308 -0.66155 2.00708
H 0.17857 1.24950 1.81358
H 1.58704 0.27485 2.20079
H -0.51446 1.33495 -1.53528
H -1.61751 0.43613 -0.40147
H -1.34574 -0.33013 -2.03469
H 1.17742 -0.57384 -1.58270
H 0.26279 -1.55595 -0.44256
*
```

# 2
Here is one molecule with the formula C5H8O4 at a distorted geometry from the Open Molecules 2025 dataset. Energies are from the ωB97M-V functional and the def2-TZVPD basis.

## Properties
highest occupied orbital energy = -8.95 eV
SMILES = C/C(=C/O)[C@H](O)C(=O)O
energy above the lowest of the compared OMol25 structures with the same formula, charge and spin = 227.3 kJ/mol
electronic energy = -496.21607 a.u.

ORCA input file:
```
! wB97M-V def2-TZVPD RIJCOSX def2/J DEFGRID3
* xyz 0 1
C -1.79575 -0.65786 -1.26213
C -0.69623 -0.64658 -0.27770
C -0.03785 -1.70148 0.15545
O 1.06724 -1.83558 0.89932
C -0.13404 0.76855 0.02428
O 0.15969 1.52887 -1.14710
C 1.16846 1.18348 0.89968
O 2.22039 1.47222 0.45521
O 0.92566 1.23861 2.13010
H -1.62138 -1.46200 -1.91277
H -2.80438 -0.79028 -0.94502
H -1.60306 0.24579 -1.77962
H -0.35075 -2.70674 -0.04139
H 1.47334 -0.97604 0.74499
H -0.91543 1.36231 0.67956
H 1.16684 1.60498 -1.31512
H 1.77726 1.37176 2.69224
*
```

# 3
Here is C5H8O5S2 as an isolated structure at a distorted geometry from the Open Molecules 2025 dataset. Energies are from the ωB97M-V functional and the def2-TZVPD basis.

## Properties
highest occupied orbital energy = -9.14 eV
energy above the lowest of the compared OMol25 structures with the same formula, charge and spin = 240.6 kJ/mol
electronic energy = -1367.71143 a.u.

ORCA input file:
```
! wB97M-V def2-TZVPD RIJCOSX def2/J DEFGRID3
* xyz 0 1
C 2.06139 1.33263 1.97225
C -2.05668 -1.71743 -2.40483
C 0.78739 1.12291 1.57350
C -1.11412 -1.50816 -1.49400
C 1.73236 -0.38447 -1.19494
O -0.91129 1.09941 3.35201
O 1.56069 -0.85732 -0.13703
O -1.51121 -0.06936 1.22121
O -1.67816 1.09245 -1.59331
O 0.76034 0.14411 -1.94906
S -0.41312 -0.04948 2.20919
S -0.79384 0.20909 -0.91000
H 2.78300 1.92430 1.47495
H 2.35376 0.50765 2.69786
H -2.26088 -2.63919 -2.91008
H -2.36421 -0.81339 -2.93497
H 0.39055 1.52604 0.68211
H -0.36821 -2.08385 -1.11719
H 2.77042 -0.41996 -1.57209
H -1.72816 1.58402 3.03442
*
```

Which formula does entry 2 have?
C5H8O4

What is the highest occupied orbital energy in the first record?
-9.94 eV

Repeat the third record exactly.
Here is C5H8O5S2 as an isolated structure at a distorted geometry from the Open Molecules 2025 dataset. Energies are from the ωB97M-V functional and the def2-TZVPD basis.

## Properties
highest occupied orbital energy = -9.14 eV
energy above the lowest of the compared OMol25 structures with the same formula, charge and spin = 240.6 kJ/mol
electronic energy = -1367.71143 a.u.

ORCA input file:
```
! wB97M-V def2-TZVPD RIJCOSX def2/J DEFGRID3
* xyz 0 1
C 2.06139 1.33263 1.97225
C -2.05668 -1.71743 -2.40483
C 0.78739 1.12291 1.57350
C -1.11412 -1.50816 -1.49400
C 1.73236 -0.38447 -1.19494
O -0.91129 1.09941 3.35201
O 1.56069 -0.85732 -0.13703
O -1.51121 -0.06936 1.22121
O -1.67816 1.09245 -1.59331
O 0.76034 0.14411 -1.94906
S -0.41312 -0.04948 2.20919
S -0.79384 0.20909 -0.91000
H 2.78300 1.92430 1.47495
H 2.35376 0.50765 2.69786
H -2.26088 -2.63919 -2.91008
H -2.36421 -0.81339 -2.93497
H 0.39055 1.52604 0.68211
H -0.36821 -2.08385 -1.11719
H 2.77042 -0.41996 -1.57209
H -1.72816 1.58402 3.03442
*
```